# 1
Entry from OMol25: a cluster of 2 separate species, C3H7NO3 in total (the ωB97M-V functional and the def2-TZVPD basis).

```
14
Properties=species:S:1:pos:R:3:forces:R:3
H -1.84628 -0.13544 -1.62434 0.1 -0.2 0.1
H 1.66210 1.82184 1.78508 -0.1 0.0 -0.4
N -0.19663 -0.24822 0.46867 0.0 1.1 -0.4
C 0.06955 0.32451 -0.78600 1.5 -1.5 -0.7
O -1.06902 -2.25986 1.21092 0.7 -0.1 0.7
H 0.26843 0.41935 1.09742 -0.4 -1.2 1.0
O 1.08968 0.96327 -0.94251 -0.5 0.9 0.1
H -0.78815 0.66853 -2.73382 0.4 0.0 0.0
C -0.25919 -1.66206 0.56731 -1.3 0.7 -1.2
H -0.51270 -1.03941 -2.34787 0.1 0.0 0.1
H 0.33402 -2.13947 -0.23217 0.2 -0.3 0.3
H 1.18621 1.74694 3.18650 -0.4 -0.2 0.2
O 0.86465 1.61169 2.28795 0.8 0.4 0.2
C -0.80268 -0.07169 -1.93714 -1.1 0.4 0.0
```
Forces are in eV/Å.

Its lowest unoccupied orbital energy is 0.6 eV. As for the SMILES: CC(=O)NC=O.O. The calculation puts the energy above the lowest of the compared OMol25 structures with the same formula, charge and spin at 40.8 kcal per mole. The HOMO energy comes out at -0.3648 hartree. The value obtained for the strongest force on any atom is 2.22 eV/A. As for the spin multiplicity: 1. For the HOMO-LUMO gap, the calculation gives 10.505 eV. The value obtained for the calculated total energy is -398.97262 hartree.

Atom-resolved charges from Löwdin, all expressed in e:
1 H 0.0874
2 H 0.0578
3 N 0.0898
4 C -0.5134
5 O 0.0878
6 H 0.0854
7 O 0.0766
8 H 0.0857
9 C -0.2956
10 H 0.0891
11 H 0.1357
12 H 0.0612
13 O -0.0439
14 C -0.0035

# 2
Entry from OMol25: a structure of composition C24H18AsF7N2O7PPdS (the ωB97M-V functional and the def2-TZVPD basis).

```
62
Properties=species:S:1:pos:R:3:forces:R:3
H -2.51880 0.44554 4.59138 0.0 0.0 0.0
C 3.51203 -1.01222 5.28217 0.0 0.0 0.0
O 3.82436 -1.15123 0.97309 0.0 0.1 0.0
C -4.53088 1.93398 -0.13950 0.1 -0.1 -0.1
C -3.32740 -2.77520 3.93681 0.0 0.0 0.0
C -3.40752 -1.50192 4.48002 0.0 0.0 0.0
H -3.80652 -0.09340 -1.64352 -0.1 0.0 0.0
C 1.26678 -0.14944 5.14369 -0.1 0.0 0.0
C -1.32480 -2.17026 2.75782 0.0 0.0 0.1
F -0.39761 4.60013 -0.71085 -0.1 0.2 0.1
C -2.17278 3.73829 3.21115 0.1 0.0 0.0
N -5.52207 1.17055 2.21967 0.0 0.0 0.0
C -3.81241 -0.36027 -0.58903 0.1 0.1 0.1
C -4.95287 2.88028 0.69846 0.0 0.1 0.0
H -4.22547 -1.35614 -0.46944 0.0 -0.1 0.0
H 4.47738 -1.41191 3.38426 0.0 0.0 0.0
C -2.37865 -0.33599 -0.08955 0.0 0.1 0.0
Pd 0.09548 0.18452 0.53218 0.7 0.1 1.9
C -5.06243 0.16090 1.39864 0.0 0.0 0.0
C 3.59040 -1.06533 3.89757 0.0 0.0 0.0
H -5.86105 0.87114 3.12256 0.0 0.0 0.0
O -5.81405 3.32826 2.87488 0.0 0.0 -0.1
H 4.35655 -1.32651 5.88101 0.0 0.0 0.0
As 0.04529 3.00596 -1.13013 0.0 0.1 0.0
H 0.85644 4.82651 4.29596 0.0 0.0 0.0
F 0.45746 1.29654 -1.48646 -0.1 -0.1 0.3
C 2.35726 -0.55361 5.90049 0.1 0.0 0.0
C -1.19320 4.59708 3.69775 0.0 0.0 0.0
F -4.86526 4.17512 0.38389 0.0 0.0 0.0
H -2.22935 -4.10346 2.65468 0.0 0.0 0.0
H -2.59458 1.74476 2.54426 0.0 0.0 0.1
F -1.61252 2.49930 -1.15286 -0.3 0.0 0.0
H -0.52318 -2.41889 2.07412 0.0 0.0 0.0
C 1.33791 -0.19864 3.75646 0.0 0.1 -0.1
C 0.09797 4.14335 3.93929 0.0 0.0 0.0
O 1.38528 -1.55184 1.03430 -0.1 0.1 -0.3
C 0.42072 2.81977 3.70748 0.0 0.0 0.0
S 2.54854 -0.68928 1.39645 0.3 -0.3 -0.1
H 0.36398 0.20230 5.62998 0.0 0.0 0.0
F 1.71386 3.33809 -0.99945 0.2 0.1 0.0
C -1.86384 2.41231 2.97505 0.0 0.1 0.2
C -1.41062 -0.88872 3.30796 -0.1 -0.1 -0.2
C 2.50172 -0.65593 3.15071 0.1 0.0 0.1
H -1.43634 5.63780 3.87033 0.0 0.0 0.0
C -2.45481 -0.54760 4.16446 0.1 0.0 0.1
H -4.08805 -3.50801 4.17280 0.0 0.0 0.0
C -0.57282 1.94497 3.26146 -0.1 0.1 -0.2
O 2.16267 0.69690 1.01476 -0.2 -0.1 -0.2
O -5.05309 -1.00250 1.74394 0.0 0.1 0.0
H 1.43430 2.46982 3.85548 0.0 0.0 0.0
F 0.01073 3.32792 -2.80036 0.0 0.1 -0.3
F 0.04802 2.58107 0.60652 -0.1 -0.1 -0.3
C -2.28608 -3.11085 3.08076 0.0 0.0 0.0
H -4.06398 2.19340 -1.08053 0.0 0.0 0.0
H -3.16897 4.10749 3.00214 0.0 0.0 0.0
C -5.47322 2.55072 2.01224 -0.1 -0.1 0.2
H -4.22324 -1.24753 5.14461 0.0 0.0 0.0
H 2.30229 -0.51061 6.98004 0.0 0.0 0.0
O -2.12363 0.43792 0.88590 0.1 0.0 -0.2
O -1.49103 -1.00065 -0.64753 -0.3 -0.1 -0.1
N -4.62214 0.58816 0.16127 0.0 0.0 -0.1
P -0.15322 0.28490 2.84583 -0.2 -0.2 -0.8
```
Forces are in eV/Å.

Its lowest unoccupied orbital energy (alpha / beta) is -3.1 / -2.7 eV. The calculation puts the energy above the lowest of the compared OMol25 structures with the same formula, charge and spin at 13.5 kcal per mole. The HOMO energy (alpha / beta) comes out at -0.3422 / -0.3421 hartree. The value obtained for the strongest force on any atom is 2.03 eV/A. As for the spin multiplicity: 2. For the HOMO-LUMO gap (alpha / beta), the calculation gives 6.222 / 6.610 eV. The value obtained for the calculated total energy is -5363.97125 hartree.

Atom-resolved charges from Löwdin, all expressed in e:
1 H 0.1080
2 C -0.0393
3 O -0.2309
4 C 0.0527
5 C -0.0581
6 C -0.0692
7 H 0.1474
8 C -0.0609
9 C -0.0638
10 F -0.2160
11 C -0.0267
12 N 0.2259
13 C -0.0140
14 C -0.1952
15 H 0.1392
16 H 0.1229
17 C -0.6166
18 Pd 1.0686
19 C -0.4744
20 C -0.0224
21 H 0.1670
22 O 0.0968
23 H 0.1159
24 As 0.7269
25 H 0.1129
26 F -0.2995
27 C -0.0468
28 C -0.0322
29 F 0.1016
30 H 0.1148
31 H 0.0830
32 F -0.2359
33 H 0.0966
34 C -0.2973
35 C -0.0500
36 O -0.3698
37 C -0.0621
38 S 0.5224
39 H 0.1212
40 F -0.2118
41 C -0.0770
42 C -0.3321
43 C -0.2630
44 H 0.1159
45 C -0.0718
46 H 0.1141
47 C -0.3454
48 O -0.3562
49 O 0.0901
50 H 0.1171
51 F -0.2084
52 F -0.2917
53 C -0.0459
54 H 0.1468
55 H 0.1072
56 C -0.4108
57 H 0.1129
58 H 0.1142
59 O -0.1023
60 O -0.0027
61 N 0.0042
62 P 1.1536

# 3
Entry from OMol25: the molecule C5H12OS3 (the ωB97M-V functional and the def2-TZVPD basis).

```
21
Properties=species:S:1:pos:R:3:forces:R:3
H 0.05772 -0.76783 1.71305 1.6 -3.5 -0.2
C -0.60469 0.84001 0.62119 -0.9 -0.4 -1.8
C 2.21997 0.90175 1.02443 -0.3 1.6 -1.3
S -2.01469 0.04263 -0.49568 1.4 1.2 0.6
C -1.12420 -1.46091 -0.88297 -0.6 -1.8 0.0
C -0.62694 -1.64605 -2.28481 3.5 2.6 0.2
H 3.10773 1.49666 0.67979 -1.1 -0.5 0.0
H 1.77756 1.35335 1.91674 0.2 -0.1 -0.3
O 0.98608 1.62548 -1.43836 0.1 1.0 -0.2
H 0.14059 -0.84743 -2.57879 -1.2 -0.6 0.5
S -1.01792 2.54586 0.93239 -0.4 -0.9 2.9
H -0.28041 -1.55166 -0.17147 -0.7 -0.3 -0.5
H 2.52472 -0.10015 1.15606 0.5 -1.1 0.6
H -0.01798 0.66676 2.67250 -1.0 -1.2 -1.0
H -1.64321 -0.14344 2.16776 2.0 -0.3 -0.1
H -0.80223 2.90726 -0.24379 0.5 1.0 -3.0
S 0.96253 0.61599 -0.38222 0.3 -0.4 1.4
H -0.02586 -2.49262 -2.44722 0.8 -1.7 0.6
H -1.83025 -2.30139 -0.72693 0.3 0.4 0.5
C -0.54363 0.01898 1.86673 -2.6 4.5 2.6
H -1.24490 -1.70326 -3.09840 -2.5 0.3 -1.5
```
Forces are in eV/Å.

Its lowest unoccupied orbital energy is 0.6 eV. The calculation puts the energy above the lowest of the compared OMol25 structures with the same formula, charge and spin at 46.2 kcal per mole. The HOMO energy comes out at -0.3242 hartree. The value obtained for the strongest force on any atom is 5.83 eV/A. As for the spin multiplicity: 1. For the HOMO-LUMO gap, the calculation gives 9.404 eV. The value obtained for the calculated total energy is -1467.41823 hartree.

Atom-resolved charges from Löwdin, all expressed in e:
1 H 0.0155
2 C -1.2025
3 C -0.1932
4 S 0.8323
5 C -0.6079
6 C -0.1761
7 H 0.0746
8 H 0.0318
9 O -0.5177
10 H 0.0843
11 S 0.7927
12 H 0.0433
13 H 0.0141
14 H 0.0987
15 H 0.1145
16 H -0.1839
17 S 0.8275
18 H 0.0559
19 H 0.0800
20 C -0.2228
21 H 0.0390